(1)
This record from the Open Molecules 2025 dataset describes a single C6H3Cl3FNO molecule. The level of theory is ωB97M-V/def2-TZVPD.

Output
gap between HOMO and LUMO	9.135	eV
charge	0
lowest unoccupied orbital energy	-0.1413	eV
max |F|	0.0568	hartree/bohr

Geometry (Å):
C 1.38232 -0.89600 0.13145
C 0.18453 -1.26836 0.81419
C 1.32858 0.19134 -0.62780
C -0.04472 1.69906 0.35628
C -1.14179 -0.03245 -0.80573
C -1.03158 -0.78566 0.52485
N 0.00213 0.83330 -0.69398
O 0.87539 2.10130 1.01317
F -2.08296 -1.14787 1.28816
Cl 2.41112 1.04021 -1.61815
Cl -1.61984 2.38346 0.60779
Cl -0.94101 -1.16041 -2.17686
H 2.35340 -1.44998 0.28445
H 0.44921 -1.93607 1.69584
H -2.12478 0.42813 -0.79367

Charge distribution, natural (NBO) scheme, values in e: atom 1 (C): -0.26, atom 2 (C): -0.30, atom 3 (C): 0.14, atom 4 (C): 0.65, atom 5 (C): -0.10, atom 6 (C): 0.38, atom 7 (N): -0.51, atom 8 (O): -0.52, atom 9 (F): -0.31, atom 10 (Cl): 0.09, atom 11 (Cl): -0.03, atom 12 (Cl): 0.00, atom 13 (H): 0.25, atom 14 (H): 0.25, atom 15 (H): 0.27

=====

(2)
This record from the Open Molecules 2025 dataset describes a 2-piece molecular cluster, C2H3Br2Cl3Si overall. The level of theory is ωB97M-V/def2-TZVPD.

Output
gap between HOMO and LUMO (alpha / beta)	7.761 / 8.262	eV
charge	0
lowest unoccupied orbital energy (alpha / beta)	-1.3322 / -0.7133	eV
max |F|	0.0577	hartree/bohr

Geometry (Å):
C -1.37804 1.95490 0.56648
C 0.09971 -0.58629 -0.85682
Si 1.53750 -1.21555 0.17094
Cl 2.09984 -3.04740 -0.41177
Cl 2.99378 0.14152 0.02304
Cl 0.84299 -1.35355 2.07768
Br -3.13533 1.50281 0.01189
Br -1.53006 -1.50014 -0.59343
H -0.83515 2.69204 -0.03237
H -0.67118 1.07523 0.64639
H -0.02406 0.33643 -1.60204

Charge distribution, natural (NBO) scheme, values in e: atom 1 (C): -0.41, atom 2 (C): -0.79, atom 3 (Si): 1.38, atom 4 (Cl): -0.32, atom 5 (Cl): -0.32, atom 6 (Cl): -0.34, atom 7 (Br): 0.07, atom 8 (Br): 0.13, atom 9 (H): 0.18, atom 10 (H): 0.18, atom 11 (H): 0.26

=====

(3)
This record from the Open Molecules 2025 dataset describes C10H33B2F3N2O6PtS as an isolated structure. The level of theory is ωB97M-V/def2-TZVPD.

Output
<S²>	2.005
gap between HOMO and LUMO (alpha / beta)	5.167 / 5.634	eV
charge	-2
spin multiplicity	3
lowest unoccupied orbital energy (alpha / beta)	4.2687 / 4.2686	eV
max |F|	0.0626	hartree/bohr

Geometry (Å):
Pt -0.53238 -1.33549 -0.33085
B -0.24690 -3.44066 -1.80063
H -1.13361 -2.67194 -1.96497
H -0.61438 -4.59352 -1.73106
H 0.59882 -3.34173 -2.66693
H 0.22028 -3.13893 -0.73956
B -1.07393 -2.40353 1.70667
H -1.43189 -2.92917 0.69722
H -1.56150 -2.94188 2.66583
H 0.14124 -2.37708 1.72236
H -1.47299 -1.27368 1.69358
C -4.40313 0.58927 -1.88917
F -4.94763 0.96307 -3.07574
F -3.35033 1.41506 -1.67417
F -5.33295 0.82700 -0.93112
S -3.86293 -1.20154 -1.91805
O -3.44879 -1.34438 -3.28248
O -2.84923 -1.18521 -0.86670
O -5.03462 -1.96168 -1.53414
C 0.45704 0.49689 -3.09870
O -0.30138 -0.47496 -2.55772
H 1.49971 0.15473 -3.35384
H 0.09249 0.95421 -4.04061
H 0.63168 1.33594 -2.36694
C -0.70410 1.44413 2.34505
C -1.33610 1.58737 0.97412
C -1.63206 3.01348 0.56193
O -0.43308 3.77354 0.52955
C -0.64264 5.08138 0.09852
N -0.41400 0.97312 -0.02113
H -0.35509 0.41459 2.43847
H -1.45492 1.60820 3.12119
H 0.12113 2.14657 2.48386
H -2.23754 0.97378 0.89765
H -2.25298 3.44965 1.37030
H -2.18408 3.10916 -0.37700
H -1.17064 5.13442 -0.86239
H 0.32573 5.57742 0.04665
H -1.26484 5.64405 0.81805
H -0.54889 1.30782 -0.97080
H 0.52800 1.20464 0.27011
C 3.86319 -2.27369 -0.24953
C 2.56713 -1.86539 0.47939
C 2.86018 -1.21192 1.80175
O 3.64626 -0.03879 1.61147
C 3.70188 0.75842 2.77486
N 1.77125 -0.96770 -0.36079
H 3.59172 -2.86881 -1.12078
H 4.48411 -2.84299 0.44691
H 4.40598 -1.38300 -0.57078
H 2.00769 -2.77943 0.67668
H 3.37628 -1.89614 2.48984
H 1.91511 -0.94098 2.29124
H 4.62438 1.34533 2.69501
H 3.78244 0.18291 3.69935
H 2.87925 1.47860 2.74447
H 2.20160 -0.04464 -0.45294
H 1.93496 -1.21590 -1.34256

Charge distribution, natural (NBO) scheme, values in e: atom 1 (Pt): 1.26, atom 2 (B): -0.70, atom 3 (H): 0.00, atom 4 (H): -0.04, atom 5 (H): -0.05, atom 6 (H): -0.06, atom 7 (B): -0.85, atom 8 (H): 0.04, atom 9 (H): 0.01, atom 10 (H): -0.06, atom 11 (H): -0.03, atom 12 (C): 0.67, atom 13 (F): -0.34, atom 14 (F): -0.35, atom 15 (F): -0.35, atom 16 (S): 2.38, atom 17 (O): -0.95, atom 18 (O): -1.00, atom 19 (O): -0.99, atom 20 (C): -0.19, atom 21 (O): -0.87, atom 22 (H): 0.08, atom 23 (H): 0.13, atom 24 (H): 0.06, atom 25 (C): -0.63, atom 26 (C): -0.09, atom 27 (C): -0.07, atom 28 (O): -0.55, atom 29 (C): -0.23, atom 30 (N): -0.82, atom 31 (H): 0.26, atom 32 (H): 0.21, atom 33 (H): 0.19, atom 34 (H): 0.24, atom 35 (H): 0.15, atom 36 (H): 0.19, atom 37 (H): 0.17, atom 38 (H): 0.18, atom 39 (H): 0.15, atom 40 (H): 0.41, atom 41 (H): 0.36, atom 42 (C): -0.62, atom 43 (C): -0.08, atom 44 (C): -0.07, atom 45 (O): -0.57, atom 46 (C): -0.24, atom 47 (N): -0.82, atom 48 (H): 0.23, atom 49 (H): 0.19, atom 50 (H): 0.20, atom 51 (H): 0.25, atom 52 (H): 0.16, atom 53 (H): 0.20, atom 54 (H): 0.17, atom 55 (H): 0.17, atom 56 (H): 0.18, atom 57 (H): 0.37, atom 58 (H): 0.41

=====

(4)
This record from the Open Molecules 2025 dataset describes C17H19N7O2SV as an isolated structure. The level of theory is ωB97M-V/def2-TZVPD.

Output
<S²>	0.769
gap between HOMO and LUMO (alpha / beta)	6.046 / 6.586	eV
charge	+2
spin multiplicity	2
lowest unoccupied orbital energy (alpha / beta)	-7.9601 / -7.4617	eV
max |F|	0.0038	hartree/bohr

Geometry (Å):
V 0.46005 -0.75079 -0.32841
O 1.36951 -2.16053 0.11199
C 2.15897 -2.67973 1.09837
C 2.61703 -3.97605 1.01379
C 3.40383 -4.46683 2.05131
C 3.72106 -3.67597 3.14749
C 3.25270 -2.37537 3.21894
C 2.46216 -1.85713 2.19092
C 1.97628 -0.50371 2.26916
N 1.23466 0.05669 1.37338
N 0.86784 1.37609 1.62537
C 0.16199 1.82153 0.64838
O -0.07509 0.98262 -0.39295
C -0.38933 3.16834 0.59926
C -0.11628 4.06561 1.63471
C -0.64797 5.33992 1.58711
C -1.44964 5.72361 0.51844
C -1.72452 4.83327 -0.51128
C -1.19502 3.55533 -0.47229
H 2.35886 -4.58814 0.16080
H 3.76929 -5.48345 1.99829
H 4.33110 -4.07548 3.94491
H 3.49095 -1.75000 4.06996
H 2.24058 0.10552 3.12917
H 0.50587 3.75589 2.46260
H -0.43930 6.03898 2.38507
H -1.86262 6.72296 0.48840
H -2.34993 5.13768 -1.33899
H -1.40724 2.85658 -1.27026
C -3.38480 -1.06956 -4.00037
C -3.36500 -1.23569 -2.52965
N -4.38170 -1.43641 -1.76247
N -3.87473 -1.52723 -0.49694
C -2.55934 -1.38931 -0.44717
S -1.50262 -1.45040 0.87946
N -2.21303 -1.19622 -1.74368
N -0.87886 -1.01489 -2.13555
H -4.41824 -1.11346 -4.33444
H -2.82921 -1.86757 -4.49597
H -2.96652 -0.10653 -4.29800
H -4.49893 -1.68292 0.28219
H -0.61826 -1.77238 -2.76777
H -0.81314 -0.13252 -2.64344
N 2.14830 -0.14179 -1.59765
H 2.59842 -0.89147 -2.11924
H 2.85816 0.20932 -0.95516
H 1.97372 0.62157 -2.24779

Charge distribution, natural (NBO) scheme, values in e: atom 1 (V): 1.25, atom 2 (O): -0.55, atom 3 (C): 0.37, atom 4 (C): -0.26, atom 5 (C): -0.12, atom 6 (C): -0.20, atom 7 (C): -0.10, atom 8 (C): -0.22, atom 9 (C): 0.21, atom 10 (N): -0.31, atom 11 (N): -0.33, atom 12 (C): 0.56, atom 13 (O): -0.65, atom 14 (C): -0.10, atom 15 (C): -0.16, atom 16 (C): -0.20, atom 17 (C): -0.15, atom 18 (C): -0.20, atom 19 (C): -0.19, atom 20 (H): 0.25, atom 21 (H): 0.25, atom 22 (H): 0.25, atom 23 (H): 0.24, atom 24 (H): 0.25, atom 25 (H): 0.24, atom 26 (H): 0.24, atom 27 (H): 0.24, atom 28 (H): 0.23, atom 29 (H): 0.21, atom 30 (C): -0.68, atom 31 (C): 0.37, atom 32 (N): -0.19, atom 33 (N): -0.33, atom 34 (C): 0.26, atom 35 (S): 0.04, atom 36 (N): -0.22, atom 37 (N): -0.61, atom 38 (H): 0.29, atom 39 (H): 0.25, atom 40 (H): 0.25, atom 41 (H): 0.46, atom 42 (H): 0.42, atom 43 (H): 0.42, atom 44 (N): -1.02, atom 45 (H): 0.41, atom 46 (H): 0.42, atom 47 (H): 0.41